{
  "formula": "C5H10NP",
  "method": "ωB97M-V/def2-TZVPD",
  "symbols": ["C", "C", "C", "C", "C", "N", "P", "H", "H", "H", "H", "H", "H", "H", "H", "H", "H"],
  "positions_angstrom": [[0.93937, 0.18528, -1.58959], [-0.03950, 0.28194, 0.54335], [1.40295, 1.60982, -1.88004], [-1.44577, -1.27553, 1.95899], [-0.78563, -0.96747, 0.60265], [0.98506, -0.96529, -2.05867], [0.25525, 1.74208, 1.26419], [0.56422, 2.24276, -2.24716], [1.63529, 2.06453, -0.87985], [2.20118, 1.68949, -2.48682], [-0.76695, -1.38844, 2.93243], [-2.11684, -0.41151, 2.17129], [-2.00613, -2.23372, 1.86046], [-1.56212, -0.74249, -0.14307], [-0.11997, -1.86493, 0.33413], [1.11723, -1.48302, -2.91689], [-0.25765, 1.51651, 2.53461]],
  "gap_ev": [8.3, 8.3],
  "e_lumo_ev": [0.7, 0.7]
}


{
  "formula": "C5H10NS",
  "method": "ωB97M-V/def2-TZVPD",
  "symbols": ["C", "C", "C", "C", "C", "N", "S", "H", "H", "H", "H", "H", "H", "H", "H", "H", "H"],
  "positions_angstrom": [[-1.75272, 0.44718, -0.29699], [1.16878, -0.31405, -1.14264], [-0.08394, -0.78520, -2.04828], [-2.38745, 0.79208, 0.92149], [1.41686, -0.08496, 1.27625], [1.03505, -0.85859, 0.15389], [-1.53059, 0.47354, -1.85479], [1.94009, -0.81711, -1.60731], [1.23235, 0.72692, -1.11848], [0.17226, -0.90579, -3.16900], [-0.43214, -1.77990, -1.82062], [-1.71283, 0.68857, 1.75778], [-3.20602, 0.15122, 1.19815], [-2.61035, 1.86963, 0.99835], [1.43518, 0.94551, 1.17840], [2.43837, -0.52729, 1.37491], [1.05185, -0.34816, 2.32100]],
  "gap_ev": [7.8, 6.8],
  "charge": 1,
  "e_lumo_ev": [-5.8, -6.1]
}


{
  "formula": "C5H10O",
  "method": "ωB97M-V/def2-TZVPD",
  "symbols": ["C", "C", "C", "C", "C", "H", "H", "H", "H", "H", "H", "H", "H", "H", "H", "O"],
  "positions_angstrom": [[-0.20481, -0.54775, -1.49348], [0.19905, 0.50053, -0.46331], [1.42775, 1.08714, -0.65928], [-0.52688, 1.73021, 1.55479], [-0.78073, 0.82101, 0.52644], [-0.22309, -0.11696, -2.47705], [-1.18629, -0.97081, -1.27179], [0.54474, -1.34479, -1.46488], [2.02938, 0.71720, -1.47652], [1.86257, 1.81853, 0.01012], [0.34609, 2.36567, 1.46442], [-1.27924, 2.00459, 2.27346], [-1.74115, 0.36656, 0.31933], [-0.44700, -2.17871, 0.60533], [0.13007, -3.57195, 1.17877], [-0.15044, -2.68047, 1.37367]],
  "spin_multiplicity": 2,
  "gap_ev": [3.8, 6.2],
  "charge": -1,
  "e_lumo_ev": [3.8, 3.8]
}


Largest force on an atom? In order: 0.091; 0.075; 0.025 Eh/bohr.
Molar mass? In order: 115.12; 116.21; 86.13 g/mol.